1.
{"formula": "C17H22O8", "method": "the ωB97M-V functional and the def2-TZVPD basis", "multiplicity": 1, "molar_mass_g_mol": 354.355, "homo_ev": -8.39, "smiles": "CCOC(=O)C(C(=O)OCC)C(=O)c1cc(OC)c(OC)c(OC)c1", "elements": ["C", "C", "O", "C", "O", "C", "C", "O", "O", "C", "C", "C", "O", "C", "C", "C", "O", "C", "C", "O", "C", "C", "O", "C", "C", "H", "H", "H", "H", "H", "H", "H", "H", "H", "H", "H", "H", "H", "H", "H", "H", "H", "H", "H", "H", "H", "H"], "xyz": [[-4.89009, -3.07762, -0.38526], [-5.03348, -1.77717, -1.16065], [-3.76527, -1.13236, -1.31350], [-3.32425, -0.41542, -0.28796], [-3.94734, -0.16878, 0.70682], [-1.90063, 0.06655, -0.57006], [-1.59000, 1.24553, 0.34629], [-1.04480, 1.16844, 1.41054], [-2.02719, 2.37300, -0.21028], [-1.91976, 3.56590, 0.57413], [-3.08559, 3.68604, 1.54324], [-0.91376, -1.08857, -0.34520], [-1.29038, -2.21393, -0.12285], [0.51030, -0.71692, -0.40160], [0.97910, 0.46105, -0.96043], [2.33690, 0.77227, -0.95100], [2.61645, 1.95861, -1.55353], [3.89127, 2.56065, -1.48113], [3.25756, -0.11837, -0.37049], [4.58537, 0.21255, -0.39693], [5.41200, -0.12098, 0.70186], [2.77739, -1.33591, 0.16233], [3.71277, -2.19955, 0.65607], [3.27439, -3.41257, 1.22264], [1.42393, -1.61661, 0.14763], [-4.15569, -3.71806, -0.86658], [-5.84726, -3.58986, -0.34642], [-4.55580, -2.86869, 0.62761], [-5.38146, -1.95731, -2.17981], [-5.71806, -1.09535, -0.64530], [-1.85353, 0.37940, -1.61616], [-0.96983, 3.54347, 1.11776], [-1.91707, 4.38197, -0.15121], [-4.02735, 3.68641, 1.00027], [-2.99822, 4.60902, 2.10927], [-3.08074, 2.84426, 2.23105], [0.32674, 1.18107, -1.42577], [4.18783, 2.75360, -0.44761], [3.77992, 3.50942, -2.00655], [4.65493, 1.95630, -1.97274], [4.88827, 0.01095, 1.65093], [5.78037, -1.14549, 0.63168], [6.25198, 0.57298, 0.65028], [4.17908, -3.91781, 1.55793], [2.61532, -3.24136, 2.07862], [2.76213, -4.03754, 0.48556], [1.03357, -2.53321, 0.55650]]}


2.
{"formula": "C17H23AsF3I2NO5PPdTe", "method": "the ωB97M-V functional and the def2-TZVPD basis", "multiplicity": 5, "molar_mass_g_mol": 972.091, "homo_ev": [-9.91, -11.97], "charge": 1, "elements": ["Pd", "I", "C", "C", "C", "I", "C", "C", "C", "C", "N", "C", "C", "O", "H", "H", "H", "H", "C", "C", "O", "P", "O", "Te", "O", "C", "C", "H", "H", "H", "H", "H", "H", "H", "H", "H", "H", "F", "C", "F", "F", "C", "As", "C", "C", "O", "H", "H", "H", "H", "H", "H", "H", "H", "H"], "xyz": [[0.48005, 0.76233, -0.15913], [1.47444, -4.62630, -0.49416], [2.77192, -3.05514, -0.20620], [4.09469, -3.28402, 0.11678], [4.97632, -2.23125, 0.31950], [6.92992, -2.70093, 0.78763], [4.54316, -0.86294, 0.21288], [5.38027, 0.24914, 0.40869], [4.86548, 1.51407, 0.29077], [3.51172, 1.66888, -0.01561], [2.71300, 0.63502, -0.20719], [3.20160, -0.60921, -0.09926], [2.24907, -1.71534, -0.34478], [1.07615, -1.49539, -0.66347], [4.45079, -4.30025, 0.21159], [6.42339, 0.10116, 0.65226], [5.48487, 2.38716, 0.43768], [3.06020, 2.64894, -0.10298], [-4.65178, 3.41319, -2.48339], [-3.99543, 2.08748, -2.76631], [-3.23545, 1.71040, -1.57973], [-2.26295, 0.48793, -1.54881], [-1.82358, 0.17861, -0.16469], [-0.25524, 1.13381, -2.84066], [-3.02550, -0.66733, -2.27954], [-2.49695, -1.63286, -3.22668], [-1.75002, -2.73558, -2.51641], [-5.23274, 3.72194, -3.35267], [-3.90509, 4.17770, -2.27291], [-5.32250, 3.33353, -1.62913], [-3.30770, 2.15196, -3.61296], [-4.72089, 1.29884, -2.95994], [-1.86525, -1.10478, -3.94422], [-3.37329, -2.00048, -3.75341], [-0.88905, -2.35054, -1.96708], [-1.39319, -3.46314, -3.24698], [-2.40503, -3.24637, -1.81045], [-1.05563, 3.27603, 0.05823], [0.22070, 2.83031, 0.24324], [0.55651, 3.20516, 1.50652], [0.99079, 3.62760, -0.57150], [-1.71762, 1.23677, 2.88785], [-0.49899, -0.23492, 2.90009], [0.16908, -0.43090, 4.68150], [-1.45574, -1.83086, 2.45430], [0.80474, -0.01526, 1.87295], [-2.48793, 1.06941, 3.63956], [-2.16327, 1.30898, 1.89826], [-1.16355, 2.14561, 3.10949], [-0.65138, -0.62193, 5.37140], [0.68275, 0.48608, 4.96173], [0.87092, -1.26177, 4.70053], [-2.27461, -1.98751, 3.15536], [-0.76263, -2.66904, 2.49821], [-1.83960, -1.71400, 1.44330]]}


3.
{"formula": "C17H23BF4N3O3Pd", "method": "the ωB97M-V functional and the def2-TZVPD basis", "multiplicity": 5, "molar_mass_g_mol": 510.613, "homo_ev": [-18.94, -19.30], "charge": 3, "elements": ["Pd", "C", "O", "C", "C", "O", "C", "C", "O", "C", "H", "H", "H", "H", "H", "H", "H", "H", "H", "H", "H", "H", "H", "H", "C", "C", "C", "C", "C", "C", "N", "N", "C", "C", "C", "C", "C", "N", "H", "H", "H", "H", "H", "H", "H", "H", "H", "F", "B", "F", "F", "F"], "xyz": [[0.20456, 0.08779, 1.02928], [2.94229, -1.23924, 2.07888], [2.29092, -0.01236, 1.66239], [2.70047, 1.13610, 2.42012], [2.04103, 2.34818, 1.80235], [0.61390, 2.15298, 1.61586], [-0.25742, 2.54235, 2.69923], [-0.36376, 1.45648, 3.74589], [-0.66515, 0.22264, 3.06054], [-0.59983, -0.93998, 3.92482], [4.01922, -1.10621, 1.98845], [2.67976, -1.47235, 3.11120], [2.61153, -2.02519, 1.40772], [2.44248, 0.99264, 3.47151], [3.78539, 1.24317, 2.34960], [2.20731, 3.23763, 2.41004], [2.43295, 2.52570, 0.80256], [0.09558, 3.47506, 3.13984], [-1.22340, 2.73210, 2.23172], [0.55633, 1.33369, 4.31932], [-1.17179, 1.68526, 4.44435], [-1.33447, -0.83409, 4.72180], [-0.83215, -1.80825, 3.31353], [0.39963, -1.03008, 4.35118], [1.68201, -1.02552, -5.86391], [0.31590, -1.44586, -5.78928], [-0.46436, -1.00591, -4.76784], [0.13395, -0.15580, -3.79534], [1.48331, 0.28966, -3.86335], [2.25452, -0.15574, -4.89223], [-0.61745, 0.32827, -2.70683], [-1.64167, -0.14633, -2.33447], [-2.50867, -0.04860, -1.27463], [-3.84767, -0.26621, -1.60448], [-4.79810, -0.16314, -0.59604], [-4.34340, 0.09701, 0.67720], [-2.95993, 0.24330, 0.91604], [-2.03329, 0.18498, -0.02447], [2.29356, -1.37334, -6.68952], [-0.07473, -2.11617, -6.54380], [-1.49977, -1.30226, -4.67132], [1.86189, 0.95404, -3.09989], [3.28806, 0.14776, -4.99059], [-4.11971, -0.49073, -2.62749], [-5.84944, -0.29944, -0.81036], [-5.02548, 0.17302, 1.51391], [-2.60549, 0.40017, 1.92608], [1.85857, -2.69879, -0.89755], [0.72256, -1.99380, -0.86821], [-0.18137, -2.26168, -1.87447], [0.06316, -2.04624, 0.41801], [1.03767, -0.52671, -0.96739]]}


4.
{"formula": "C17H23BN3O9S", "method": "the ωB97M-V functional and the def2-TZVPD basis", "multiplicity": 1, "molar_mass_g_mol": 456.262, "homo_ev": -4.44, "charge": -1, "elements": ["C", "C", "C", "C", "C", "N", "C", "C", "C", "C", "C", "C", "C", "C", "C", "C", "B", "C", "O", "O", "S", "O", "O", "C", "O", "N", "O", "H", "H", "H", "H", "H", "H", "H", "H", "H", "H", "H", "H", "H", "H", "H", "H", "H", "H", "H", "H", "H", "H", "H", "N", "O", "O", "O"], "xyz": [[-1.75209, 2.63089, -2.46105], [-0.97028, 1.81026, -2.00544], [-0.10933, 0.51263, -1.74533], [1.39753, 0.65413, -2.22696], [1.58489, 1.25851, -3.68558], [2.94046, 1.94017, -3.68743], [-0.28487, 0.18144, -0.19017], [0.56513, 1.11327, 0.78729], [1.40784, 0.20796, 1.79784], [2.42348, -0.80055, 1.36347], [3.14243, -1.64690, 2.39292], [2.79463, -1.44476, 3.85456], [3.52905, -2.37553, 4.90462], [1.80230, -0.42111, 4.31739], [1.11351, 0.39656, 3.27465], [-1.78817, 0.19055, 0.33515], [-2.02218, -0.57440, 1.75659], [-1.65751, -2.10485, 2.08626], [-2.57673, 0.19091, 2.83771], [-2.78053, -0.32690, -0.60509], [-2.17006, -1.45137, -1.62921], [-1.83101, -2.74727, -1.01660], [-3.21666, -1.68743, -2.64576], [-0.70676, -0.76490, -2.53515], [-0.97933, -0.49256, -3.91687], [-0.86998, -1.72435, -4.58665], [0.18305, -1.80292, -5.11450], [-2.56092, 3.27140, -2.90080], [2.06762, 1.23738, -1.53291], [1.83319, -0.40390, -2.26104], [1.65159, 0.43469, -4.45438], [0.84010, 2.05562, -3.96715], [2.79288, 2.96042, -3.67516], [3.45450, 1.68317, -4.53604], [0.11258, -0.88243, -0.03496], [1.20187, 1.88615, 0.27096], [-0.18151, 1.70035, 1.42244], [2.61726, -0.92698, 0.26059], [3.89836, -2.43966, 2.10076], [4.62582, -2.11734, 4.93626], [3.36270, -3.44620, 4.54386], [3.04038, -2.34227, 5.93326], [1.52926, -0.26767, 5.39553], [0.33776, 1.16916, 3.55909], [-2.06677, 1.28642, 0.51362], [-1.56424, -2.31008, 3.19840], [-2.43735, -2.80432, 1.62902], [-0.65133, -2.36594, 1.62562], [-2.20185, 1.09745, 2.80000], [0.08985, -1.58052, -2.51291], [-5.24237, 3.09468, -0.99274], [-4.67437, 4.00833, -1.63156], [-6.46042, 2.89649, -1.14113], [-4.58338, 2.38416, -0.20531]]}


What ΔE to the lowest compared entry with this formula, charge and spin values result from the calculations? In sequence: 0.0; 0.0; 2.4; 400.2 kJ/mol.